Entry 1:
Formula: C25H45AlF3O3P2S
Source: the OMol25 dataset
Level of theory: ωB97M-V/def2-TZVPD

- charge = +1

Positions of all 80 atoms, in Å:
1 Al 0.120 -0.084 0.780
2 C -2.004 1.794 0.413
3 C -2.554 0.938 -0.564
4 C -1.966 -0.403 1.225
5 C -1.624 1.004 1.554
6 C -2.576 -0.388 -0.075
7 C -2.059 3.274 0.383
8 H -1.812 3.666 -0.612
9 H -1.369 3.726 1.105
10 H -3.073 3.625 0.629
11 C -1.693 1.540 2.940
12 H -1.336 2.574 2.993
13 H -1.103 0.951 3.645
14 H -2.740 1.537 3.288
15 C -2.378 -1.410 2.239
16 H -3.445 -1.282 2.490
17 H -1.810 -1.325 3.163
18 H -2.244 -2.432 1.863
19 C -3.302 -1.522 -0.677
20 H -4.382 -1.317 -0.742
21 H -3.165 -2.441 -0.098
22 H -2.948 -1.723 -1.693
23 C -3.209 1.413 -1.802
24 H -4.214 1.816 -1.600
25 H -3.323 0.602 -2.523
26 H -2.630 2.220 -2.268
27 C 1.435 0.511 -2.033
28 C 0.347 1.280 -2.204
29 C -0.242 1.531 -3.562
30 C -1.162 0.413 -4.126
31 C -1.132 -0.891 -3.393
32 C -0.026 -1.642 -3.324
33 C 1.285 -1.244 -3.937
34 C 2.113 -0.153 -3.200
35 H 0.548 1.713 -4.309
36 H -0.884 0.264 -5.186
37 H -0.826 2.463 -3.517
38 H 2.413 0.595 -3.954
39 H 1.971 0.454 -1.072
40 H -0.115 1.831 -1.373
41 H 3.052 -0.601 -2.846
42 H 1.901 -2.152 -4.006
43 H -0.086 -2.690 -3.014
44 H 1.140 -0.904 -4.977
45 H -2.193 0.792 -4.142
46 H -2.108 -1.288 -3.110
47 P 1.734 1.958 1.139
48 C 1.533 3.017 2.609
49 H 2.410 3.679 2.658
50 H 1.464 2.424 3.526
51 H 0.629 3.628 2.499
52 C 3.485 1.468 1.311
53 H 4.064 2.366 1.569
54 H 3.847 1.058 0.359
55 H 3.597 0.707 2.095
56 C 1.857 3.314 -0.073
57 H 2.059 2.928 -1.075
58 H 2.665 3.987 0.243
59 H 0.909 3.865 -0.100
60 P 1.021 -2.318 0.114
61 C -0.256 -3.427 -0.541
62 H 0.233 -4.312 -0.967
63 H -0.855 -2.924 -1.306
64 H -0.929 -3.728 0.273
65 C 2.508 -2.410 -0.925
66 H 2.252 -2.247 -1.976
67 H 2.981 -3.394 -0.797
68 H 3.216 -1.631 -0.601
69 C 1.595 -3.368 1.481
70 H 1.942 -4.306 1.020
71 H 0.770 -3.588 2.166
72 H 2.416 -2.897 2.029
73 F 1.064 -1.649 6.153
74 C 0.795 -1.959 4.871
75 F 1.360 -3.155 4.565
76 F -0.552 -2.119 4.757
77 S 1.372 -0.583 3.746
78 O 1.069 0.610 4.493
79 O 2.726 -0.903 3.360
80 O 0.424 -0.727 2.552

Here is what Löwdin gives for the atomic charges, in e:
1 Al 0.3743
2 C -0.2408
3 C -0.2278
4 C -0.3250
5 C -0.3161
6 C -0.2060
7 C -0.0268
8 H 0.0809
9 H 0.0659
10 H 0.1084
11 C -0.0163
12 H 0.0721
13 H 0.0624
14 H 0.1143
15 C -0.0265
16 H 0.1158
17 H 0.0567
18 H 0.0766
19 C -0.0267
20 H 0.1112
21 H 0.0758
22 H 0.0467
23 C -0.0268
24 H 0.1065
25 H 0.0633
26 H 0.0723
27 C -0.1653
28 C -0.1154
29 C -0.1492
30 C -0.1662
31 C -0.0973
32 C -0.1220
33 C -0.1743
34 C -0.1804
35 H 0.1183
36 H 0.1253
37 H 0.1095
38 H 0.1225
39 H 0.0352
40 H 0.0793
41 H 0.0968
42 H 0.1092
43 H 0.0917
44 H 0.1218
45 H 0.0919
46 H 0.0842
47 P 0.8645
48 C -0.2153
49 H 0.0689
50 H 0.0301
51 H 0.0468
52 C -0.2271
53 H 0.0641
54 H 0.0492
55 H 0.0299
56 C -0.2318
57 H 0.0362
58 H 0.0668
59 H 0.0506
60 P 0.8846
61 C -0.2220
62 H 0.0755
63 H 0.0119
64 H 0.0587
65 C -0.2141
66 H 0.0131
67 H 0.0712
68 H 0.0642
69 C -0.2327
70 H 0.0714
71 H 0.0560
72 H 0.0475
73 F 0.1485
74 C -0.5727
75 F 0.1210
76 F 0.1117
77 S 0.6083
78 O -0.2640
79 O -0.2760
80 O -0.3749

***

Entry 2:
Formula: C70H179N13O22
Source: the OMol25 dataset
Level of theory: ωB97M-V/def2-TZVPD

Positions of all 284 atoms, in Å:
1 C -0.324 6.337 6.161
2 C 0.025 7.229 4.944
3 C 1.211 6.684 4.188
4 O 1.031 5.424 3.646
5 C 2.099 5.012 2.883
6 N -1.158 7.150 4.086
7 H 0.557 5.927 6.663
8 H -0.851 5.454 5.664
9 H -0.991 6.800 6.896
10 H 0.228 8.250 5.280
11 H 2.078 6.636 4.918
12 H 1.417 7.378 3.364
13 H 2.568 5.766 2.359
14 H 1.674 4.293 2.167
15 H 2.855 4.498 3.520
16 H -1.116 6.236 3.572
17 H -1.119 7.849 3.353
18 C 6.416 6.605 -6.524
19 C 7.564 5.673 -6.249
20 C 7.425 4.897 -4.974
21 O 6.791 5.752 -3.944
22 C 6.735 5.038 -2.691
23 N 7.869 4.782 -7.292
24 H 5.500 6.094 -6.743
25 H 6.667 7.186 -7.448
26 H 6.210 7.327 -5.747
27 H 8.461 6.336 -6.082
28 H 8.398 4.498 -4.591
29 H 6.695 4.024 -5.045
30 H 7.722 5.010 -2.232
31 H 6.296 4.037 -2.940
32 H 6.028 5.626 -2.079
33 H 8.358 5.181 -8.068
34 H 7.100 4.306 -7.698
35 C -3.638 -2.628 5.764
36 C -2.585 -1.566 5.481
37 C -3.036 -0.136 5.554
38 O -3.831 -0.021 6.714
39 C -3.959 1.261 7.180
40 N -1.595 -1.839 6.523
41 H -3.120 -3.620 5.753
42 H -4.554 -2.642 5.178
43 H -4.035 -2.578 6.783
44 H -2.173 -1.715 4.485
45 H -3.580 0.098 4.618
46 H -2.193 0.588 5.640
47 H -3.027 1.527 7.702
48 H -4.702 1.262 7.968
49 H -4.266 1.926 6.420
50 H -1.973 -1.940 7.471
51 H -0.934 -1.062 6.522
52 C -3.177 -5.280 2.720
53 C -4.236 -4.413 2.012
54 C -4.569 -5.120 0.646
55 O -3.540 -5.088 -0.322
56 C -3.340 -3.730 -0.730
57 N -5.424 -4.279 2.830
58 H -2.395 -5.616 1.957
59 H -3.580 -6.143 3.271
60 H -2.645 -4.680 3.456
61 H -3.814 -3.439 1.799
62 H -5.582 -4.877 0.162
63 H -4.648 -6.251 0.822
64 H -2.805 -3.674 -1.683
65 H -2.759 -3.194 -0.002
66 H -4.309 -3.237 -0.903
67 H -5.681 -5.178 3.142
68 H -6.166 -3.801 2.427
69 C -5.035 0.764 -6.936
70 O -4.507 0.798 -5.589
71 C -3.130 0.548 -5.619
72 C -2.456 0.676 -4.248
73 N -2.478 -0.386 -3.261
74 C -3.669 -1.167 -2.995
75 C -4.692 -0.361 -2.305
76 O -5.746 -1.165 -1.899
77 C -7.006 -0.724 -1.579
78 H -4.496 1.511 -7.582
79 H -6.109 0.907 -6.937
80 H -4.759 -0.175 -7.399
81 H -2.649 1.260 -6.289
82 H -2.857 -0.442 -5.984
83 H -2.818 1.632 -3.812
84 H -1.376 0.923 -4.465
85 H -1.681 -1.021 -3.344
86 H -3.227 -2.004 -2.443
87 H -4.164 -1.569 -3.875
88 H -4.983 0.387 -2.973
89 H -4.292 0.128 -1.444
90 H -7.403 -0.106 -2.410
91 H -6.915 -0.182 -0.633
92 H -7.582 -1.655 -1.380
93 C 6.675 1.231 -3.754
94 O 6.802 0.112 -2.858
95 C 6.848 0.563 -1.486
96 C 7.183 -0.589 -0.523
97 N 6.194 -1.587 -0.550
98 C 6.611 -2.888 -0.066
99 C 5.580 -3.923 -0.490
100 O 5.498 -3.987 -1.931
101 C 4.433 -4.872 -2.295
102 H 5.696 1.586 -3.733
103 H 7.003 0.794 -4.700
104 H 7.328 2.090 -3.652
105 H 5.870 1.025 -1.136
106 H 7.585 1.370 -1.423
107 H 7.239 -0.143 0.471
108 H 8.154 -1.124 -0.751
109 H 6.010 -1.686 -1.492
110 H 6.626 -2.922 0.990
111 H 7.560 -3.134 -0.425
112 H 4.582 -3.590 -0.143
113 H 5.745 -4.919 -0.071
114 H 4.478 -5.104 -3.330
115 H 3.408 -4.500 -2.011
116 H 4.673 -5.799 -1.721
117 C 2.257 0.254 3.691
118 O 2.594 0.082 5.024
119 C 1.641 -0.296 5.941
120 C 2.087 0.284 7.258
121 N 2.233 1.747 7.010
122 C 2.432 2.425 8.285
123 C 2.379 3.923 8.041
124 O 2.676 4.639 9.162
125 C 3.262 5.931 8.938
126 H 1.917 1.220 3.459
127 H 1.376 -0.355 3.465
128 H 3.111 -0.056 3.158
129 H 1.531 -1.426 6.004
130 H 0.631 0.035 5.609
131 H 3.027 -0.250 7.635
132 H 1.437 0.267 8.129
133 H 2.957 1.982 6.373
134 H 3.368 2.155 8.835
135 H 1.630 2.075 9.002
136 H 1.396 4.229 7.623
137 H 3.081 4.207 7.159
138 H 2.552 6.590 8.458
139 H 4.122 5.756 8.305
140 H 3.537 6.291 9.887
141 C 2.611 -3.838 2.059
142 O 1.987 -4.660 1.028
143 C 0.640 -4.364 0.844
144 C -0.076 -5.579 0.160
145 N 0.587 -5.930 -1.090
146 C -0.122 -7.119 -1.675
147 C 0.224 -7.405 -3.075
148 O 1.707 -7.705 -3.119
149 C 2.386 -7.555 -4.417
150 H 3.548 -4.343 2.236
151 H 2.013 -3.900 2.941
152 H 2.906 -2.873 1.703
153 H 0.465 -3.513 0.179
154 H 0.066 -4.234 1.790
155 H -1.069 -5.350 -0.054
156 H -0.118 -6.414 0.842
157 H 1.536 -6.170 -1.015
158 H -1.179 -6.950 -1.578
159 H -0.027 -7.995 -1.088
160 H 0.087 -6.488 -3.681
161 H -0.321 -8.237 -3.543
162 H 3.218 -8.186 -4.323
163 H 2.657 -6.511 -4.456
164 H 1.795 -7.836 -5.263
165 C -4.486 3.966 -2.016
166 O -3.188 4.230 -2.451
167 C -2.559 5.333 -1.722
168 C -1.319 4.617 -1.058
169 N -1.763 3.528 -0.119
170 C -2.404 3.977 1.041
171 C -2.873 2.948 2.054
172 O -1.910 1.945 2.359
173 C -0.791 2.349 3.124
174 H -4.532 3.778 -0.887
175 H -4.758 2.975 -2.508
176 H -5.304 4.701 -2.145
177 H -3.270 5.700 -0.949
178 H -2.462 6.167 -2.399
179 H -0.647 5.392 -0.665
180 H -0.788 4.113 -1.874
181 H -1.080 2.855 0.015
182 H -3.261 4.594 0.756
183 H -1.872 4.733 1.674
184 H -3.738 2.369 1.666
185 H -3.128 3.528 2.939
186 H -0.497 1.518 3.738
187 H -0.897 3.207 3.761
188 H 0.120 2.522 2.522
189 C 3.433 -1.772 -2.667
190 O 2.634 -2.630 -3.496
191 C 1.272 -2.762 -3.043
192 C 0.370 -3.287 -4.178
193 N -1.015 -3.500 -3.744
194 C -1.704 -4.196 -4.849
195 C -2.938 -4.944 -4.357
196 O -2.494 -6.078 -3.628
197 C -3.558 -6.838 -3.136
198 H 4.502 -1.997 -2.857
199 H 3.217 -1.959 -1.590
200 H 3.324 -0.720 -2.844
201 H 0.952 -1.709 -2.793
202 H 1.265 -3.417 -2.248
203 H 0.798 -4.203 -4.618
204 H 0.246 -2.567 -4.963
205 H -1.097 -3.976 -2.867
206 H -1.078 -5.007 -5.252
207 H -1.952 -3.532 -5.667
208 H -3.575 -5.303 -5.136
209 H -3.557 -4.420 -3.645
210 H -4.005 -6.374 -2.279
211 H -3.156 -7.844 -2.778
212 H -4.248 -7.070 -3.942
213 C -7.123 -0.725 8.625
214 O -7.288 -0.090 7.390
215 C -8.660 -0.006 7.042
216 C -8.827 0.844 5.725
217 N -8.022 0.263 4.679
218 C -7.426 1.115 3.690
219 C -6.936 0.331 2.537
220 O -5.668 -0.271 2.974
221 C -4.991 -0.889 1.930
222 H -7.690 -1.655 8.476
223 H -7.382 -0.151 9.530
224 H -6.048 -1.140 8.590
225 H -9.268 0.442 7.803
226 H -9.071 -1.006 6.782
227 H -8.595 1.872 6.046
228 H -9.881 0.871 5.436
229 H -7.247 -0.236 5.138
230 H -6.600 1.752 4.042
231 H -8.234 1.775 3.380
232 H -6.714 0.937 1.659
233 H -7.643 -0.468 2.408
234 H -5.420 -1.780 1.514
235 H -4.024 -1.159 2.468
236 H -4.846 -0.192 1.163
237 C 5.829 -2.587 -5.478
238 O 5.201 -1.815 -6.548
239 C 3.955 -2.418 -6.937
240 C 3.302 -1.461 -7.962
241 N 2.999 -0.112 -7.427
242 C 2.469 -0.137 -6.112
243 C 2.209 1.227 -5.564
244 O 3.374 1.999 -5.624
245 C 3.343 3.270 -5.004
246 H 6.442 -3.394 -5.919
247 H 5.066 -3.044 -4.872
248 H 6.580 -1.901 -4.981
249 H 3.350 -2.675 -6.049
250 H 4.305 -3.245 -7.497
251 H 2.440 -1.992 -8.364
252 H 4.033 -1.196 -8.751
253 H 3.885 0.403 -7.370
254 H 3.146 -0.706 -5.369
255 H 1.565 -0.790 -6.067
256 H 1.862 1.119 -4.504
257 H 1.345 1.683 -6.070
258 H 3.619 4.050 -5.783
259 H 4.094 3.312 -4.250
260 H 2.342 3.399 -4.501
261 C -1.013 -1.462 1.663
262 O 0.067 -1.041 0.802
263 C -0.556 -0.253 -0.175
264 C 0.493 0.472 -0.957
265 N 1.000 1.622 -0.126
266 C 2.327 2.095 -0.404
267 C 2.341 3.159 -1.441
268 O 1.993 4.438 -0.900
269 C 2.049 5.403 -2.012
270 H -1.634 -2.191 1.099
271 H -1.591 -0.550 1.814
272 H -0.671 -1.983 2.554
273 H -1.238 0.530 0.250
274 H -1.196 -0.904 -0.827
275 H 0.003 0.827 -1.849
276 H 1.249 -0.235 -1.311
277 H 0.966 1.391 0.870
278 H 3.003 1.248 -0.791
279 H 2.762 2.588 0.477
280 H 1.640 2.854 -2.231
281 H 3.300 3.307 -1.916
282 H 1.854 6.434 -1.697
283 H 1.370 5.197 -2.816
284 H 3.046 5.347 -2.431

These are the Löwdin partial charges, in e, on atoms 1 to 99:
1 C -0.0540
2 C -0.4235
3 C -0.2503
4 O -0.1942
5 C -0.1097
6 N 0.0214
7 H 0.0401
8 H 0.0921
9 H 0.0769
10 H 0.1391
11 H 0.1423
12 H 0.1260
13 H 0.0602
14 H 0.0804
15 H 0.1048
16 H 0.0710
17 H 0.0651
18 C -0.0636
19 C -0.4960
20 C -0.1763
21 O -0.2323
22 C -0.0971
23 N 0.0466
24 H 0.0619
25 H 0.0933
26 H 0.0700
27 H 0.1601
28 H 0.1336
29 H 0.1242
30 H 0.0847
31 H 0.0654
32 H 0.0889
33 H 0.0749
34 H 0.0692
35 C -0.0673
36 C -0.4235
37 C -0.1991
38 O -0.1906
39 C -0.1227
40 N 0.0401
41 H 0.0846
42 H 0.0660
43 H 0.0676
44 H 0.1135
45 H 0.1202
46 H 0.1236
47 H 0.0982
48 H 0.0800
49 H 0.0776
50 H 0.0852
51 H 0.0387
52 C -0.0392
53 C -0.4211
54 C -0.2062
55 O -0.2180
56 C -0.0863
57 N 0.0724
58 H 0.0886
59 H 0.0839
60 H 0.0572
61 H 0.0879
62 H 0.1392
63 H 0.1421
64 H 0.0545
65 H 0.0526
66 H 0.0966
67 H 0.0602
68 H 0.0422
69 C -0.0846
70 O -0.1888
71 C -0.2583
72 C -0.1907
73 N -0.0460
74 C -0.2027
75 C -0.2334
76 O -0.2029
77 C -0.1076
78 H 0.0973
79 H 0.0832
80 H 0.0747
81 H 0.1142
82 H 0.1168
83 H 0.1124
84 H 0.1231
85 H 0.0823
86 H 0.0809
87 H 0.1232
88 H 0.0946
89 H 0.1185
90 H 0.1005
91 H 0.0669
92 H 0.1026
93 C -0.0871
94 O -0.1924
95 C -0.1952
96 C -0.2302
97 N -0.0546
98 C -0.1808
99 C -0.1939

***

Entry 3:
Formula: C5H12NO
Source: the OMol25 dataset
Level of theory: ωB97M-V/def2-TZVPD

- charge = +1
- SMILES = OC[C@@H]1CCC[NH2+]1

Positions of all 19 atoms, in Å:
1 O 2.728 0.571 0.342
2 C 1.807 -0.435 0.742
3 C 0.552 -0.123 -0.101
4 N -0.563 -1.073 0.308
5 C -1.870 -0.507 -0.501
6 C -1.566 0.938 -0.731
7 C -0.030 1.204 -0.182
8 H 3.380 0.481 1.015
9 H 1.749 -0.286 1.853
10 H 2.228 -1.444 0.405
11 H 0.879 -0.484 -1.120
12 H -0.766 -1.071 1.334
13 H -0.362 -2.049 0.075
14 H -2.037 -1.355 -1.249
15 H -2.705 -0.660 0.206
16 H -1.548 1.001 -1.803
17 H -2.345 1.782 -0.574
18 H 0.101 1.514 0.852
19 H 0.367 1.995 -0.872

Here is what natural (NBO) gives for the atomic charges, in e:
1 O -0.6961
2 C -0.0932
3 C -0.0691
4 N -0.5289
5 C -0.1961
6 C -0.4685
7 C -0.4184
8 H 0.4805
9 H 0.1920
10 H 0.1922
11 H 0.2271
12 H 0.4321
13 H 0.4393
14 H 0.2460
15 H 0.2319
16 H 0.2392
17 H 0.2809
18 H 0.2248
19 H 0.2842

***

What are the energy values for these records? In order: -2828.051725; -5140.848166; -327.400735 a.u..
What are the max |F| values for these records? In order: 1.9; 3.8; 4.3 eV/A.
What are the orbital gap values for these records? In order: 0.2738; 0.3285; 0.4095 hartree.